144
Properties=species:S:1:pos:R:3:forces:R:3:mulliken_spin:R:1 method="wB97M-V/def2-TZVPD" total_energy_ev=-232395.161 orbital_gap_ha="0.25787 / 0.28332" e_above_lowest_ev=0.026 total_charge=0 multiplicity=2 fmax_ev_per_a=0.15
C 5.989 2.815 1.068 -0.012 -0.001 0.009 0.00
Cu -0.801 0.121 -0.428 0.064 0.058 0.032 0.14
C -2.626 2.725 -2.703 0.000 -0.002 0.016 0.02
C 0.095 -3.889 1.674 -0.001 0.001 0.000 0.00
H -0.859 3.152 1.244 -0.011 0.041 0.029 -0.01
P -2.218 1.893 -0.100 -0.059 -0.023 0.082 -0.02
H 4.829 -0.996 3.352 -0.007 -0.003 0.001 0.00
C -3.519 -3.446 1.349 0.010 0.022 0.016 0.01
H -2.729 -3.837 1.992 0.002 -0.009 -0.013 0.00
H -3.025 -1.404 1.314 -0.017 0.012 -0.006 0.01
H -3.076 3.077 -4.782 -0.002 0.004 -0.006 0.00
C -4.762 2.785 -1.368 -0.002 0.000 -0.022 0.02
H -4.024 -0.729 -0.636 0.009 -0.004 -0.043 -0.02
H -2.610 3.812 -2.579 0.018 0.008 0.012 0.00
H 5.068 -1.754 -1.762 0.003 -0.014 0.004 0.00
H -2.725 -4.211 -3.684 -0.001 -0.002 -0.004 0.00
H 1.348 4.209 0.780 0.028 0.006 -0.013 0.00
H 0.361 2.847 -0.916 -0.023 0.007 -0.001 0.00
H -4.715 3.651 -0.707 -0.003 -0.009 0.012 0.00
C -5.499 -2.201 -0.057 -0.008 0.002 0.028 0.00
H 0.196 0.134 -4.756 0.015 0.001 0.008 0.00
C -1.446 5.987 0.229 0.024 0.018 0.022 0.00
C -3.106 1.494 1.454 -0.006 0.002 0.028 -0.07
H -6.231 -1.592 -0.590 -0.002 0.005 0.002 0.00
C -0.177 3.761 -0.654 0.013 0.003 0.005 0.03
C -4.860 2.278 -3.837 0.000 0.009 0.000 0.00
H -1.474 -3.619 -4.759 -0.006 0.006 -0.003 0.00
C 3.169 -2.125 0.559 0.038 -0.035 -0.009 -0.01
C 5.604 1.497 1.756 -0.001 -0.036 -0.015 0.00
H 7.545 0.506 1.447 0.010 -0.004 0.001 0.00
H -1.468 6.146 -0.852 -0.015 0.002 -0.002 0.00
H 6.701 2.674 0.257 0.010 0.005 -0.006 0.00
H -4.726 0.434 4.808 -0.001 -0.002 0.006 0.00
H 5.448 2.553 -1.453 0.008 0.001 -0.008 0.00
C -3.385 2.108 -1.518 -0.005 -0.045 0.022 0.10
Si -0.584 0.208 1.921 -0.080 -0.027 -0.008 0.17
H 6.679 -0.049 2.881 0.011 -0.006 0.007 0.00
H 2.988 -3.075 1.077 0.009 0.016 -0.017 0.00
C -4.269 0.740 3.875 0.000 0.004 -0.004 0.00
C 5.376 0.356 -1.243 0.015 0.010 0.031 0.00
H -4.932 2.597 1.137 0.004 -0.008 0.002 0.00
H 3.854 2.426 2.680 -0.004 0.004 -0.001 0.00
C -5.310 3.231 -2.735 -0.002 -0.011 0.002 0.00
C -2.200 4.700 0.580 0.015 0.017 -0.010 -0.02
H -5.959 1.906 3.244 -0.003 0.001 0.001 0.00
H -5.298 -3.932 2.477 -0.004 -0.004 -0.007 0.00
H 3.661 -0.733 -2.074 -0.032 -0.003 -0.022 0.00
C 0.939 -3.203 3.814 -0.013 0.004 0.006 0.00
H -1.955 6.843 0.677 0.010 0.005 -0.002 0.00
C 0.421 1.287 3.102 0.015 -0.036 -0.021 0.10
H -0.046 1.241 4.091 0.021 0.016 0.026 0.02
H 0.506 6.866 0.486 0.014 0.001 0.029 0.00
H -2.860 -4.543 -1.361 -0.011 0.009 0.007 0.00
H 3.132 -0.707 2.919 0.003 -0.003 0.002 0.00
C -1.034 -3.412 -1.326 -0.006 -0.003 0.039 -0.01
C 0.769 4.752 0.028 -0.001 -0.002 0.000 0.00
C -2.384 0.683 2.350 0.014 0.009 -0.069 0.04
C 4.750 -0.763 -2.087 -0.012 0.006 0.018 0.00
C -1.659 -3.969 -3.742 0.005 0.004 0.008 0.00
C -1.251 -5.802 -2.079 -0.010 -0.007 0.004 0.00
H 7.452 1.531 2.877 0.000 0.012 0.007 0.00
H 1.458 -3.432 4.736 -0.003 0.002 0.012 0.00
H 6.460 3.473 1.806 0.002 0.004 0.009 0.00
H 5.074 -0.643 -3.126 0.002 -0.001 -0.009 0.00
O 1.332 -1.030 -1.985 0.072 -0.008 0.041 0.02
H -4.953 4.238 -2.968 0.000 0.004 -0.003 0.00
H -0.948 -5.965 -4.223 0.009 -0.001 0.000 0.00
H 5.112 3.333 0.675 -0.002 0.005 -0.011 0.00
C 6.891 0.822 2.261 -0.014 0.004 -0.018 0.00
H 0.039 -3.620 -1.235 0.003 0.023 -0.020 0.00
C -1.295 -2.858 -2.750 -0.005 -0.008 -0.003 0.01
H -6.685 -2.180 1.756 0.001 0.013 0.016 0.00
C -3.333 2.347 -4.011 -0.003 -0.005 0.000 0.00
C -4.381 1.944 1.797 -0.006 0.017 -0.006 0.02
H -5.703 -3.240 -0.330 -0.007 0.001 -0.015 0.00
H -4.385 -2.582 3.128 -0.008 -0.013 0.011 0.00
H 5.516 1.643 -2.961 0.002 -0.004 -0.009 0.00
Cl 1.982 -1.372 -4.854 0.010 -0.004 0.004 0.00
C -1.805 -4.723 -1.137 0.023 -0.003 0.012 0.00
H -5.362 2.510 -4.778 0.003 -0.007 -0.002 0.00
H -2.955 1.381 -4.353 0.010 0.002 -0.004 0.00
H -0.035 -4.666 0.932 0.013 -0.005 -0.002 0.00
H -5.376 -1.016 1.727 0.000 0.004 -0.004 0.00
H 3.988 1.805 -2.100 -0.008 0.005 0.003 0.00
C -0.378 -2.603 1.439 -0.017 -0.022 0.028 0.01
C -5.645 -2.041 1.454 0.001 -0.020 -0.017 0.00
H 5.859 -2.474 0.052 0.002 -0.007 -0.014 0.00
C 0.007 5.920 0.697 -0.014 -0.009 -0.024 0.00
C -3.047 -2.213 0.576 0.036 -0.021 0.001 0.00
H 5.347 2.550 3.614 0.004 0.002 0.008 0.00
H 5.401 -3.282 1.546 0.000 -0.003 0.011 0.00
H -3.852 -2.271 -1.461 0.003 -0.021 0.005 0.00
C 6.901 0.156 -1.229 -0.021 -0.005 0.017 0.00
H 3.352 -2.345 -0.490 0.008 0.023 -0.047 0.00
H 7.256 0.073 -2.262 -0.003 0.000 -0.008 0.00
C 0.479 -1.915 3.577 -0.001 -0.008 0.005 0.01
H 7.197 -0.757 -0.709 0.011 -0.009 0.003 0.00
C -2.986 0.322 3.556 0.015 0.020 -0.005 0.01
H 7.428 0.993 -0.771 0.016 0.004 0.003 0.00
H -0.557 4.178 -1.588 0.005 -0.009 -0.007 0.00
H 1.489 5.126 -0.702 -0.016 0.013 -0.016 0.00
H -2.472 4.713 1.639 -0.034 -0.007 -0.006 0.00
C -1.335 3.453 0.302 -0.009 -0.047 0.011 0.02
H 6.473 -1.883 1.598 0.012 -0.006 -0.002 0.00
C -4.735 -3.039 2.198 0.004 0.008 -0.009 0.00
H 0.448 2.333 2.797 -0.011 0.012 -0.014 -0.01
C 3.998 -1.347 2.740 0.007 -0.012 0.006 0.01
H -1.591 2.381 -2.732 -0.004 0.005 -0.007 0.00
O -0.325 0.428 -2.357 0.044 0.091 0.048 0.02
H -2.444 -0.311 4.252 0.000 -0.008 0.012 0.00
Cl 2.031 1.494 -4.264 0.000 -0.013 0.007 0.00
H -3.797 -4.243 0.660 0.001 -0.022 -0.008 0.00
C -0.836 -5.216 -3.438 -0.019 0.007 -0.012 0.00
H 2.251 -1.541 0.607 -0.012 0.020 0.019 0.04
H 1.137 -5.188 3.024 0.004 -0.006 -0.005 0.00
H -2.014 -6.572 -2.221 0.008 -0.007 0.010 0.00
H -3.564 1.060 -1.791 0.007 0.017 0.001 0.00
H 3.734 -2.351 3.088 0.005 0.001 -0.006 0.00
C 0.759 -4.188 2.855 -0.014 0.004 0.001 0.01
C 0.700 -0.251 -2.684 -0.051 -0.062 -0.074 0.05
H -1.771 -5.074 -0.107 -0.028 -0.009 0.000 0.00
C 1.089 -0.015 -4.158 -0.008 0.016 -0.007 0.00
C 4.754 1.886 2.975 0.002 0.010 0.012 0.00
C 5.061 1.676 -1.966 -0.001 -0.003 0.000 0.00
H 4.454 1.033 3.580 -0.004 0.015 0.004 0.00
H 0.221 -4.936 -3.421 0.004 0.000 -0.005 0.00
C 5.600 -2.303 1.096 -0.004 0.007 0.008 0.00
H -5.458 2.075 -0.914 -0.001 -0.001 0.002 0.00
H 0.659 -1.147 4.321 0.010 0.007 0.012 0.00
C -0.173 -1.585 2.389 -0.076 -0.026 -0.049 0.11
H 0.020 5.804 1.785 -0.015 -0.015 0.005 0.00
P -1.309 -2.111 -0.048 -0.024 -0.050 -0.035 0.08
C -4.963 1.561 2.996 0.006 -0.002 0.017 0.00
H 1.451 0.941 3.179 0.018 0.014 -0.004 -0.03
Br 2.599 1.273 0.388 -0.029 0.059 -0.136 0.03
Si 4.662 0.339 0.536 0.016 -0.045 0.084 0.00
H -3.136 4.670 0.022 0.025 -0.004 -0.040 0.00
C -4.079 -1.813 -0.495 -0.001 0.018 0.036 0.04
H -6.399 3.292 -2.689 0.004 0.009 0.001 0.00
C 4.350 -1.421 1.248 0.005 0.038 -0.035 0.01
H -0.395 -6.294 -1.610 0.000 0.001 0.006 0.00
H -2.073 -2.090 -2.738 0.005 0.005 0.002 0.01
H -5.164 1.261 -3.570 -0.005 -0.003 -0.002 0.00
H -0.383 -2.373 -3.090 0.009 0.004 -0.003 0.00